Computed, not measured: a molecular structure, C19H15N4O6S3SbSe4Tc, with ωB97M-V with the def2-TZVPD basis set.

Geometry as XYZ:
```
53
Properties=species:S:1:pos:R:3:forces:R:3:nbo_charge:R:1
Tc 0.5261 -0.6894 0.5915 -0.5 0.0 -0.5 0.80
N -2.9348 -1.4082 -1.8912 0.1 0.0 0.0 -0.75
C -1.7909 -0.9462 -1.3734 -0.2 0.1 0.0 0.31
S -0.6058 -2.1270 -0.8249 0.3 0.3 0.3 0.14
N -1.5859 0.3349 -1.2885 0.0 -0.1 0.0 -0.38
N -0.4026 0.6244 -0.6786 0.1 -0.2 0.1 -0.19
C 0.0578 1.8378 -0.7456 0.0 0.1 0.0 0.34
C -0.6394 2.9625 -1.3952 0.0 0.0 0.0 -0.06
C -0.8898 4.1121 -0.6465 0.0 0.0 0.0 -0.22
C -1.5536 5.1840 -1.2225 0.0 0.0 0.0 -0.19
C -1.9508 5.1189 -2.5500 0.0 0.0 0.0 -0.18
C -1.6992 3.9765 -3.2984 0.0 0.0 0.0 -0.20
C -1.0554 2.8942 -2.7229 0.0 0.0 0.0 -0.18
C 1.3562 2.0113 -0.0954 0.0 0.0 0.0 0.12
C 2.1278 3.1604 -0.1576 0.0 0.0 0.0 -0.20
C 3.3630 3.1686 0.4692 0.0 0.0 0.0 -0.12
C 3.8048 2.0345 1.1342 0.0 0.0 0.0 -0.21
C 3.0047 0.9091 1.1474 0.0 0.0 0.0 0.08
N 1.8089 0.9107 0.5436 0.1 0.0 0.0 -0.40
H -2.9959 -2.3709 -2.1743 0.0 0.0 0.0 0.42
H -3.5536 -0.7472 -2.3330 0.0 0.0 0.0 0.42
H -0.5920 4.1585 0.3947 0.0 0.0 0.0 0.22
H -1.7633 6.0668 -0.6335 0.0 0.0 0.0 0.23
H -2.4611 5.9588 -3.0029 0.0 0.0 0.0 0.23
H -2.0119 3.9273 -4.3333 0.0 0.0 0.0 0.23
H -0.8758 1.9959 -3.2968 0.0 0.0 0.0 0.23
H 1.7631 4.0205 -0.6994 0.0 0.0 0.0 0.26
H 3.9801 4.0564 0.4338 0.0 0.0 0.0 0.25
H 4.7591 2.0119 1.6401 0.0 0.0 0.0 0.25
H 3.2872 -0.0095 1.6442 0.0 0.0 0.0 0.26
O 2.4179 -4.3405 1.2848 0.0 0.0 0.0 -0.92
S 1.9790 -3.1220 1.8864 0.0 0.0 0.1 2.42
O 2.5661 -2.6904 3.1126 0.0 0.0 0.0 -0.91
O 2.1029 -2.0050 0.8178 -0.3 0.0 0.0 -0.96
C 0.1930 -3.3402 2.2153 0.0 0.0 0.1 -0.37
C -0.2387 -4.6371 1.9594 0.0 0.0 0.0 -0.17
C -1.5127 -5.0651 2.3046 0.0 0.0 0.0 -0.17
C -2.3892 -4.2072 2.9456 0.0 0.0 0.0 -0.17
C -1.9943 -2.9041 3.2047 0.0 0.0 0.0 -0.19
C -0.7292 -2.4694 2.8410 0.0 0.0 0.0 -0.27
S -0.5274 -0.7168 2.9893 0.2 -0.1 0.0 2.37
O 0.9197 -0.5066 2.6086 -0.1 0.0 0.1 -0.84
O -0.9907 -0.2070 4.2191 0.0 0.0 0.0 -0.84
O -1.1673 -0.1475 1.7349 0.0 -0.1 0.0 -0.85
H 0.4588 -5.3242 1.5023 0.0 0.0 0.0 0.27
H -1.8069 -6.0834 2.0871 0.0 0.0 0.0 0.24
H -3.3747 -4.5408 3.2408 0.0 0.0 0.0 0.24
H -2.6742 -2.2122 3.6867 0.0 0.0 0.0 0.25
Se -0.9781 -2.6556 -4.8856 0.0 0.0 0.0 -0.58
Sb 1.2959 -2.1631 -4.8809 0.0 -0.1 0.0 0.86
Se 2.3003 -0.9554 -1.6756 0.1 0.0 -0.2 0.48
Se 1.5034 0.2420 -3.4228 0.1 0.0 0.1 -0.25
Se 2.1692 -3.0858 -2.4111 0.1 0.0 0.0 -0.12
```
Forces are in eV/Å.

Computed properties:
* M: 1027.2 u
* energy above the lowest of the compared OMol25 structures with the same formula, charge and spin: 22.3 kJ/mol
* net charge: +1
* E_LUMO (alpha / beta): -6.077 / -6.072 eV
* HOMO level (alpha / beta): -10.907 / -10.907 eV
* calculated total energy: -340812.9943 eV



Computed, not measured: a molecular structure, C19H15N5O2PtS at a distorted geometry, with ωB97M-V with the def2-TZVPD basis set.

Geometry as XYZ:
```
43
Properties=species:S:1:pos:R:3:forces:R:3:nbo_charge:R:1
Pt -0.1099 -0.6729 -1.8000 -0.2 0.4 -1.0 0.87
N 4.1171 -0.8753 -0.2691 -0.1 0.0 -0.1 -0.80
C 2.8205 -0.4827 -0.4519 0.4 -0.1 0.3 0.29
S 2.1891 -0.5977 -2.0800 0.4 0.5 0.4 -0.24
N 2.1992 -0.0408 0.6113 -0.8 -0.1 -0.6 -0.44
N 0.9118 0.2877 0.2385 1.2 -0.2 0.7 -0.27
C 0.2760 1.1717 0.8707 -0.8 0.8 0.0 0.16
C 0.6693 1.8859 2.1152 0.1 0.0 -0.2 -0.02
C 0.7283 3.2769 2.1179 0.0 0.1 0.1 -0.22
C 1.0954 3.9640 3.2667 0.0 -0.1 -0.1 -0.20
C 1.3942 3.2588 4.4243 0.0 0.0 0.0 -0.21
C 1.3331 1.8706 4.4269 0.0 0.0 0.0 -0.21
C 0.9763 1.1841 3.2757 0.1 0.0 0.0 -0.20
C -0.9511 1.6119 0.1367 0.1 0.0 0.0 0.19
C -1.9783 2.2786 0.7822 -0.1 0.1 0.0 -0.24
C -3.0701 2.7163 0.0513 0.0 0.1 0.2 -0.14
C -3.0921 2.5000 -1.3104 0.0 0.0 -0.2 -0.26
C -2.0346 1.8197 -1.8872 0.1 -0.1 -0.2 0.09
N -0.9855 1.3762 -1.1958 0.3 -0.5 0.4 -0.46
H 4.7135 -0.9571 -1.0719 0.0 0.0 0.0 0.40
H 4.5399 -0.6002 0.6018 0.0 0.0 0.0 0.40
H 0.4872 3.8214 1.2118 0.0 0.0 0.0 0.22
H 1.1454 5.0454 3.2562 0.0 0.0 0.0 0.21
H 1.6773 3.7909 5.3240 0.0 0.0 0.0 0.21
H 1.5675 1.3236 5.3314 0.0 0.0 0.0 0.22
H 0.9437 0.1021 3.2697 0.0 0.0 0.0 0.23
H -1.9167 2.4453 1.8484 0.0 0.0 0.0 0.24
H -3.8926 3.2210 0.5427 0.0 0.0 0.0 0.22
H -3.9147 2.8314 -1.9282 0.0 0.0 0.0 0.23
H -2.0165 1.6119 -2.9475 -0.1 -0.1 0.0 0.22
O -3.6331 -2.5358 -1.8375 -0.1 0.0 -0.1 -0.61
C -2.4929 -2.1608 -1.9928 0.0 0.3 -0.2 0.74
O -2.0779 -0.9374 -2.1335 -1.0 0.0 0.6 -0.73
C -1.3695 -3.1468 -2.1146 0.4 -0.1 0.0 0.10
C -1.5856 -4.5054 -2.1922 -0.1 0.0 0.0 -0.20
C -0.5045 -5.3544 -2.3325 0.0 -0.2 0.0 -0.15
C 0.7651 -4.8084 -2.3822 0.1 0.1 0.0 -0.24
C 0.9249 -3.4398 -2.2878 -0.4 0.1 0.0 0.05
N -0.1298 -2.6136 -2.1666 0.3 -0.8 -0.1 -0.39
H -2.6076 -4.8519 -2.1322 0.0 0.0 0.0 0.26
H -0.6476 -6.4260 -2.3948 0.0 0.0 0.0 0.23
H 1.6461 -5.4259 -2.4883 0.0 0.0 0.0 0.23
H 1.8897 -2.9626 -2.3061 0.1 0.0 0.0 0.24
```
Forces are in eV/Å.

Computed properties:
* M: 572.5 u
* energy above the lowest of the compared OMol25 structures with the same formula, charge and spin: 113.3 kJ/mol
* net charge: 0
* E_LUMO: -0.015 eV
* HOMO level: -7.527 eV
* calculated total energy: -45574.2803 eV



Computed, not measured: a molecular structure, C19H15N5O7Y at a distorted geometry, with ωB97M-V with the def2-TZVPD basis set.

Geometry as XYZ:
```
47
Properties=species:S:1:pos:R:3:forces:R:3:nbo_charge:R:1
Y 0.1933 -0.4475 0.5883 0.9 0.3 0.0 2.11
O -1.4578 -2.0394 -3.2436 0.5 0.4 0.1 -0.62
C -0.8831 -1.8819 -2.0682 -0.7 -0.7 0.1 0.82
O 0.0745 -1.1706 -1.8280 0.0 0.2 0.0 -0.63
C -1.5371 -2.6968 -0.9924 0.2 0.2 0.0 0.08
C -2.3640 -3.7792 -1.1774 -0.2 -0.1 0.0 -0.18
C -2.8491 -4.4140 -0.0324 -0.1 -0.1 -0.1 -0.14
C -2.5163 -3.9422 1.2249 -0.1 -0.1 0.0 -0.17
C -1.6874 -2.8360 1.3126 -0.1 -0.2 -0.3 0.13
N -1.2147 -2.2531 0.2191 -0.2 -0.3 0.1 -0.52
C -1.2771 -2.1999 2.6234 0.5 0.8 -0.1 0.76
O -1.6867 -2.6483 3.6574 0.1 0.0 0.2 -0.55
O -0.4914 -1.1505 2.4355 -0.7 -0.9 0.7 -0.85
H -1.0788 -1.3780 -3.8484 -0.1 -0.1 -0.1 0.52
H -2.6268 -4.1163 -2.1698 0.0 0.0 0.0 0.25
H -3.4943 -5.2774 -0.1290 0.0 0.0 0.0 0.24
H -2.8781 -4.3960 2.1370 0.0 0.0 0.0 0.26
C 6.1635 0.0063 -0.0432 -0.1 -0.1 0.1 -0.42
N 4.7730 -0.3570 0.1847 0.0 -0.1 0.0 -0.37
C 4.2737 -1.7259 0.2907 0.0 0.3 0.0 -0.31
C 2.7958 -1.4593 0.4635 -0.1 -0.1 0.0 0.67
O 1.8951 -2.2800 0.5982 0.1 0.1 -0.1 -0.60
N 2.5456 -0.1125 0.4384 0.7 -0.2 -0.2 -0.73
C 3.7393 0.4820 0.2495 0.0 0.3 0.1 0.67
N 3.8484 1.8005 0.1522 0.0 0.0 0.0 -0.75
H 6.7979 -0.7286 0.4459 0.0 0.0 0.0 0.24
H 6.3805 0.9684 0.4177 0.0 0.0 0.0 0.22
H 6.4058 0.0437 -1.1044 0.0 0.0 0.0 0.22
H 4.6746 -2.2494 1.1587 0.1 0.0 0.0 0.26
H 4.4666 -2.3098 -0.6093 0.0 0.0 0.0 0.25
H 3.0297 2.3698 0.2903 0.0 0.0 0.0 0.44
H 4.7296 2.2613 0.0151 0.0 0.0 0.0 0.42
O -2.6156 0.8362 -2.1963 0.2 -0.1 -0.1 -0.56
C -2.2030 1.4405 -1.2392 -0.4 0.0 0.5 0.69
N -1.2146 0.9917 -0.3547 -0.6 1.0 -0.4 -0.83
C -1.0221 1.9536 0.5929 0.0 0.2 -0.1 0.66
O -0.1286 1.8139 1.4513 0.0 -0.2 -0.1 -0.67
C -1.9695 3.0870 0.4048 0.4 -0.3 0.2 -0.09
C -2.1718 4.2474 1.1207 -0.1 0.1 0.0 -0.18
C -3.1717 5.0982 0.6549 -0.1 -0.1 -0.1 -0.19
C -3.9187 4.7766 -0.4806 0.0 0.0 0.1 -0.18
C -3.6949 3.5982 -1.1903 0.0 0.1 0.0 -0.16
C -2.7012 2.7699 -0.7196 0.0 -0.2 -0.4 -0.15
H -1.5940 4.4822 2.0050 0.0 0.0 0.0 0.24
H -3.3802 6.0205 1.1805 0.0 0.0 0.0 0.23
H -4.6903 5.4585 -0.8141 0.0 0.0 0.0 0.23
H -4.2678 3.3429 -2.0725 0.0 0.0 0.0 0.24
```
Forces are in eV/Å.

Computed properties:
* M: 514.3 u
* energy above the lowest of the compared OMol25 structures with the same formula, charge and spin: 0.0 kJ/mol
* net charge: +1
* E_LUMO: -3.077 eV
* HOMO level: -11.945 eV
* calculated total energy: -42775.1952 eV



Computed, not measured: a molecular structure, C19H16AsN2O4Pd at a distorted geometry, with ωB97M-V with the def2-TZVPD basis set.

Geometry as XYZ:
```
43
Properties=species:S:1:pos:R:3:forces:R:3:nbo_charge:R:1
Pd -2.2049 1.0548 -1.3059 -0.7 -0.8 -0.1 0.85
N -3.8215 -0.1108 0.8067 0.2 0.2 -0.1 -0.66
N -3.6305 -1.4630 0.5739 0.3 0.0 -0.3 -0.53
C -2.9783 -1.9378 -0.5754 0.4 -0.2 -0.4 0.88
O -2.9560 -3.1718 -0.6963 -0.1 0.4 0.0 -0.74
O -2.4308 -1.1009 -1.3968 -0.2 -0.2 0.7 -0.83
H -3.7475 0.0838 1.7882 0.1 0.1 0.2 0.35
H -4.6721 0.2572 0.4191 -0.3 0.2 -0.2 0.35
H -4.3014 -2.1138 0.9365 -0.1 -0.2 0.0 0.36
O -3.9154 1.9231 -1.7415 0.0 0.4 0.2 -0.43
O -2.9473 2.8598 -1.4639 -0.1 0.0 -0.2 -0.42
C 4.9672 -0.8854 -0.2247 -0.1 -0.1 0.0 -0.23
C 4.2747 0.2661 -0.5749 0.0 -0.1 0.0 -0.21
C 2.9187 0.2051 -0.8831 0.0 0.1 0.0 -0.26
C 2.2371 -1.0085 -0.8500 0.1 -0.2 0.0 -0.21
C 2.9477 -2.1621 -0.5092 0.1 0.2 0.0 -0.26
C 4.2985 -2.1058 -0.1900 0.0 0.1 0.0 -0.22
As 0.3003 -1.2959 -1.2464 0.0 0.2 0.1 1.02
C -0.0498 0.6226 -1.3978 0.1 0.3 0.0 -0.37
C 0.2894 1.4509 -2.4969 0.1 -0.1 0.1 -0.22
C 0.4396 2.8062 -2.3300 0.0 0.0 0.0 -0.22
C 0.2671 3.3893 -1.0638 0.0 0.1 0.0 -0.23
C -0.0987 2.6228 0.0122 0.0 0.0 0.1 -0.13
C -0.3038 1.2294 -0.1393 0.3 -0.2 0.2 -0.18
C -0.4551 0.2571 0.9778 0.1 0.1 -0.1 0.04
C -0.8511 0.5722 2.2708 0.0 0.0 0.1 -0.23
C -0.9676 -0.4352 3.2212 0.0 0.0 -0.1 -0.22
C -0.6883 -1.7555 2.8836 0.0 0.1 0.0 -0.22
C -0.3007 -2.0741 1.5874 0.0 0.0 -0.1 -0.21
C -0.1825 -1.0723 0.6373 -0.1 0.0 0.0 -0.30
H 6.0218 -0.8338 0.0196 0.0 0.0 0.0 0.20
H 4.7929 1.2178 -0.6035 0.0 0.0 0.0 0.20
H 2.3872 1.1159 -1.1415 0.1 -0.1 0.0 0.22
H 2.4285 -3.1152 -0.4948 0.0 0.0 0.0 0.21
H 4.8333 -3.0099 0.0794 0.0 0.0 0.0 0.20
H 0.4901 0.9963 -3.4571 0.0 0.0 -0.1 0.22
H 0.6945 3.4297 -3.1768 0.0 0.0 0.0 0.21
H 0.4099 4.4560 -0.9423 0.0 0.0 0.0 0.21
H -0.2088 3.0749 0.9907 0.0 0.0 0.0 0.20
H -1.0947 1.5977 2.5285 0.0 0.0 0.0 0.21
H -1.2957 -0.1925 4.2263 0.0 0.0 0.0 0.20
H -0.7827 -2.5377 3.6269 0.0 0.0 0.0 0.20
H -0.1130 -3.1067 1.3156 0.0 0.0 0.0 0.22
```
Forces are in eV/Å.

Computed properties:
* M: 517.7 u
* energy above the lowest of the compared OMol25 structures with the same formula, charge and spin: 63.2 kJ/mol
* net charge: -1
* E_LUMO: 2.933 eV
* HOMO level: -4.329 eV
* calculated total energy: -95449.3693 eV



Computed, not measured: a molecular structure, C19H16BBrClF2MnN3O3, with ωB97M-V with the def2-TZVPD basis set.

Geometry as XYZ:
```
47
Properties=species:S:1:pos:R:3:forces:R:3:nbo_charge:R:1
Mn 0.3213 -0.1786 -0.0214 0.1 -0.1 0.0 1.08
N -0.7612 1.2096 -1.3297 0.0 0.1 0.0 -0.84
C -1.7129 0.7831 -2.3690 0.1 0.0 0.0 -0.32
C -2.5244 -0.3926 -1.8442 0.0 0.0 0.0 0.72
O -3.6879 -0.2407 -1.5300 0.1 0.0 0.0 -0.60
N -1.8401 -1.5808 -1.6397 0.0 0.0 0.0 -0.76
C -2.3204 -2.4592 -0.5595 0.0 0.0 0.0 -0.34
C -1.2167 -2.8235 0.4608 0.0 0.2 -0.2 0.80
O -1.4832 -3.7470 1.2219 0.0 -0.1 0.0 -0.70
O -0.1480 -2.1398 0.3897 0.0 -0.1 0.3 -0.82
H -1.2283 1.7079 -0.5715 0.0 0.0 0.0 0.42
H -0.0789 1.8406 -1.7353 0.0 0.0 0.0 0.38
H -1.1486 0.5057 -3.2559 0.0 0.0 0.0 0.23
H -2.4287 1.5666 -2.6224 0.0 0.0 0.0 0.19
H -2.7326 -3.3851 -0.9586 0.0 0.0 0.0 0.20
H -3.1151 -1.9338 -0.0357 0.0 0.0 0.0 0.24
Br 2.4278 0.2853 1.3928 0.0 0.1 0.1 0.06
C 1.5353 1.3709 2.7050 0.0 -0.1 -0.1 -0.18
C 2.3043 2.0144 3.6817 0.0 0.0 0.0 -0.32
C 1.6497 2.7896 4.6204 0.0 0.0 0.0 -0.26
C 0.2529 2.9141 4.5869 -0.1 0.0 0.0 -0.37
C -0.5256 2.2740 3.5765 0.0 0.0 0.0 0.07
C -1.9288 2.3847 3.5201 0.1 0.0 0.0 -0.33
C -2.6623 1.7424 2.5231 0.1 0.0 0.1 -0.26
C -2.0011 1.0072 1.5459 -0.1 0.0 0.0 -0.30
C -0.6010 0.8484 1.5097 0.1 0.1 0.1 -0.47
C 0.1257 1.4769 2.5649 -0.1 -0.1 -0.1 -0.12
H 3.3808 1.8948 3.6995 0.0 0.0 0.0 0.19
H 2.2230 3.2947 5.3915 0.0 0.0 0.0 0.18
H -0.2614 3.5128 5.3327 0.0 0.0 0.0 0.17
H -2.4352 2.9718 4.2820 0.0 0.0 0.0 0.17
H -3.7457 1.8204 2.5102 0.0 0.0 0.0 0.18
H -2.6202 0.5256 0.7869 0.0 0.0 0.0 0.17
Cl 4.1365 -3.8836 -1.9557 0.0 0.0 0.0 -0.08
C 3.2712 -2.3906 -2.3051 0.0 0.0 0.0 -0.06
C 3.5905 -1.7002 -3.4984 -0.1 0.1 0.0 -0.41
C 2.8564 -0.4965 -3.6786 0.1 -0.1 0.0 -0.28
C 1.9206 -0.1096 -2.7677 0.0 0.2 0.1 -0.02
N 1.5951 -0.8025 -1.6207 -0.2 -0.4 -0.1 -0.70
C 2.3374 -1.9612 -1.4188 0.0 0.1 0.0 -0.07
H 4.3314 -2.0635 -4.1925 0.0 0.0 0.0 0.20
H 3.0239 0.1272 -4.5496 0.0 0.0 0.0 0.19
H 1.3694 0.8113 -2.9371 0.0 0.0 0.0 0.15
H 2.1005 -2.5241 -0.5255 0.0 0.0 0.0 0.22
F -0.2999 -3.2968 -2.2738 0.0 0.0 0.0 -0.49
B -0.7727 -2.0714 -2.4669 0.1 0.0 0.0 1.38
F -0.4727 -1.4988 -3.6392 -0.1 0.0 -0.1 -0.50
```
Forces are in eV/Å.

Computed properties:
* M: 553.5 u
* energy above the lowest of the compared OMol25 structures with the same formula, charge and spin: 95.0 kJ/mol
* 2S+1: 6
* net charge: -2
* E_LUMO (alpha / beta): 4.640 / 4.608 eV
* <S²>: 8.811
* HOMO level (alpha / beta): 1.725 / -1.009 eV
* calculated total energy: -150575.8391 eV